# C4H12N4

2 unconnected molecules or ions with the total composition C4H12N4 at a distorted geometry (wB97M-V/def2-TZVPD, the OMol25 dataset).

Last column: Mulliken charge in e.
Cartesian coordinates (Å):
1 C 0.74 -1.20 2.11  -0.787
2 N -0.61 -0.81 1.68  -0.452
3 C -0.88 0.46 1.78  0.085
4 N -0.10 1.49 2.23  -0.508
5 H 1.54 -0.76 1.45  0.161
6 H 1.00 -2.25 2.06  0.288
7 H 0.95 -0.97 3.22  0.297
8 H -1.94 0.71 1.61  0.371
9 H 0.92 1.43 1.86  0.258
10 H -0.51 2.37 2.06  0.280
11 C 1.29 -0.12 -1.70  -0.908
12 N 0.24 0.89 -1.51  -0.440
13 C -0.94 0.67 -1.96  0.164
14 N -1.35 -0.45 -2.70  -0.539
15 H 2.29 0.40 -1.50  0.256
16 H 1.31 -0.57 -2.72  0.393
17 H 1.19 -0.95 -0.98  0.263
18 H -1.72 1.44 -1.79  0.330
19 H -1.04 -1.32 -2.33  0.222
20 H -2.38 -0.45 -2.86  0.266

Computed properties:
molar mass: 116.17 Da
structure (SMILES): C/N=C\N.C/N=C\N
orbital gap: 9.884 eV
energy: -378.58348 a.u.